1.
{
  "formula": "C28H46BrMnN3P2",
  "method": "wB97M-V/def2-TZVPD",
  "symbols": ["N", "C", "C", "C", "C", "C", "C", "Mn", "P", "C", "C", "C", "C", "C", "C", "C", "Br", "H", "H", "H", "H", "H", "H", "H", "H", "H", "H", "P", "C", "C", "H", "H", "H", "H", "H", "C", "C", "H", "H", "H", "H", "H", "C", "C", "H", "H", "H", "H", "H", "C", "C", "H", "H", "H", "H", "H", "C", "C", "H", "H", "H", "H", "H", "C", "C", "H", "H", "H", "H", "H", "C", "N", "C", "C", "N", "H", "H", "H", "H", "H", "H"],
  "coordinates": [[2.22, -3.14, 4.81], [1.02, -2.65, 5.10], [0.24, -1.98, 4.14], [0.71, -1.96, 2.80], [2.01, -2.45, 2.54], [2.73, -3.03, 3.60], [-0.25, -1.61, 1.70], [0.03, -0.26, 0.34], [-0.78, 0.28, -1.56], [0.06, -2.18, 0.34], [-0.89, -3.10, -0.34], [-0.41, -3.89, -1.40], [-1.28, -4.58, -2.23], [-2.67, -4.46, -2.01], [-3.14, -3.84, -0.84], [-2.24, -3.20, 0.02], [-3.85, -5.13, -3.23], [-1.30, -1.62, 2.05], [1.10, -2.44, 0.12], [-0.72, -1.55, 4.41], [2.48, -2.45, 1.55], [0.64, -2.80, 6.11], [3.73, -3.44, 3.42], [0.67, -3.96, -1.57], [-2.60, -2.76, 0.95], [-0.90, -5.20, -3.03], [-4.20, -3.85, -0.61], [1.98, 1.02, 0.19], [-2.34, -0.55, -2.07], [-2.74, -0.33, -3.52], [-3.10, -0.16, -1.39], [-2.22, -1.61, -1.86], [-3.75, -0.73, -3.67], [-2.79, 0.73, -3.80], [-2.07, -0.82, -4.23], [0.34, -0.61, -2.80], [0.58, -0.08, -4.22], [-0.13, -1.61, -2.87], [1.30, -0.78, -2.29], [1.49, -0.55, -4.61], [-0.21, -0.37, -4.92], [0.71, 1.01, -4.27], [-1.47, 2.06, -1.67], [-1.87, 2.67, -3.02], [-0.76, 2.70, -1.14], [-2.37, 1.97, -1.04], [-1.71, 3.76, -2.98], [-1.32, 2.28, -3.87], [-2.95, 2.55, -3.19], [1.57, 2.83, 0.16], [2.76, 3.78, 0.21], [0.89, 3.02, 1.00], [1.00, 3.00, -0.76], [3.25, 3.79, 1.19], [3.51, 3.56, -0.55], [2.41, 4.80, 0.02], [2.98, 0.85, -1.36], [3.83, -0.41, -1.46], [3.62, 1.75, -1.46], [2.27, 0.89, -2.20], [4.54, -0.50, -0.63], [3.23, -1.34, -1.50], [4.42, -0.38, -2.39], [3.18, 0.85, 1.57], [2.57, 1.06, 2.95], [4.01, 1.56, 1.40], [3.60, -0.16, 1.49], [3.37, 1.06, 3.71], [2.04, 2.02, 3.04], [1.89, 0.25, 3.20], [-2.76, 2.76, 3.93], [-2.30, 2.72, 2.53], [-2.85, 3.73, 1.60], [-1.53, 1.79, 2.07], [-0.90, 1.11, 1.34], [-3.38, 3.66, 4.01], [-1.91, 2.81, 4.63], [-3.36, 1.86, 4.19], [-2.06, 4.22, 1.03], [-3.56, 3.28, 0.89], [-3.37, 4.46, 2.22]],
  "lowdin_spin": [-0.012, 0.004, -0.011, 0.022, -0.006, 0.005, -0.059, 3.867, 0.076, 0.205, 0.101, 0.083, 0.002, 0.153, 0.003, 0.094, 0.102, 0.006, 0.026, 0.000, -0.001, 0.001, 0.000, 0.002, 0.002, -0.002, -0.002, 0.074, 0.018, 0.004, 0.000, 0.001, 0.001, 0.000, 0.000, 0.027, 0.006, 0.000, 0.004, 0.001, 0.000, 0.000, 0.017, 0.003, 0.000, 0.000, 0.001, 0.000, 0.000, 0.010, 0.003, 0.000, 0.000, 0.000, 0.000, 0.001, 0.013, 0.001, 0.002, 0.000, 0.000, 0.000, 0.000, 0.022, 0.002, 0.003, 0.000, 0.000, 0.000, 0.001, 0.003, 0.027, 0.004, 0.056, 0.031, 0.000, 0.001, 0.001, 0.000, 0.001, 0.000],
  "charge": 2,
  "spin_multiplicity": 6,
  "fmax_ev_per_a": 5.71,
  "relative_energy_kcal_mol": 38.47,
  "s_squared": 8.908,
  "lumo_ev": [-5.65, -8.69],
  "homo_energy_ev": [-13.477, -13.619]
}

---

2.
{
  "formula": "C2H4O3S",
  "method": "wB97M-V/def2-TZVPD",
  "symbols": ["C", "C", "O", "O", "O", "S", "H", "H", "H", "H"],
  "coordinates": [[-1.63, 0.48, 1.45], [0.32, -0.04, -0.64], [0.42, 0.08, 3.14], [0.61, 1.94, 1.39], [0.26, -0.50, 0.67], [0.02, 0.70, 1.90], [-2.12, -0.40, 2.17], [1.41, -0.08, -0.90], [-0.14, 1.03, -0.90], [-0.23, -0.70, -1.37]],
  "nbo_charge": [-0.292, -0.292, -0.864, -0.865, -0.649, 2.149, 0.186, 0.201, 0.225, 0.201],
  "fmax_ev_per_a": 3.92,
  "relative_energy_kcal_mol": 123.61,
  "lumo_ev": -2.27,
  "homo_energy_ev": -10.463
}

---

3.
{
  "formula": "C3H9OS",
  "method": "wB97M-V/def2-TZVPD",
  "symbols": ["C", "O", "H", "H", "H", "C", "S", "C", "H", "H", "H", "H", "H", "H"],
  "coordinates": [[-0.30, 2.50, 1.87], [-1.12, 3.67, 1.93], [-0.85, 1.63, 2.20], [-0.02, 2.30, 0.84], [0.68, 2.66, 2.33], [-0.18, -1.77, -2.58], [-0.54, -2.76, -1.02], [0.73, -2.65, 0.07], [-1.02, -1.15, -2.94], [0.11, -2.48, -3.36], [0.63, -1.06, -2.39], [1.49, -3.43, -0.04], [-0.66, 4.36, 2.41], [1.04, -1.80, 0.67]],
  "nbo_charge": [-0.255, -0.734, 0.190, 0.177, 0.162, -0.830, 0.097, -1.115, 0.174, 0.174, 0.196, 0.149, 0.460, 0.156],
  "charge": -1,
  "fmax_ev_per_a": 1.49,
  "relative_energy_kcal_mol": 78.82,
  "lumo_ev": 2.91,
  "homo_energy_ev": -1.271
}